62
Properties=species:S:1:pos:R:3:forces:R:3:mulliken_charge:R:1 method="wB97M-V/def2-TZVPD" charge=0 lumo_ev=-1.82
Au 0.141326 0.126138 1.502847 -0.218 0.254 0.622 0.433
S -2.712382 3.625793 0.052987 -0.034 0.053 0.083 -0.126
S -1.184206 2.223576 2.202668 0.664 -1.596 -0.132 -0.214
Si -1.863591 -1.123276 1.260693 -1.010 0.401 -0.142 0.679
O 1.291371 -2.046580 0.686201 -0.450 0.302 0.318 0.224
O 2.200093 0.403965 2.153963 -0.089 -0.092 -0.096 -1.096
N 0.799779 1.936988 0.067015 0.187 -0.796 0.118 0.081
N -0.290748 2.653552 -0.294297 -0.040 0.667 -0.398 -0.523
C 2.494314 -4.017366 1.273592 0.001 0.102 -0.147 -0.696
C -2.105504 -2.182100 2.792815 0.499 0.140 0.105 -1.100
C 1.965364 2.463986 0.052727 -0.109 0.507 -0.249 0.620
C 5.502694 1.247714 -0.194494 0.126 -0.013 -0.070 -0.726
C -2.720337 1.082521 -2.813051 0.001 -0.014 0.003 -0.203
C 4.327888 1.939367 -0.396639 -0.119 -0.053 0.006 -0.664
C 3.187347 0.653550 1.342265 0.141 0.186 0.024 0.559
C -5.374402 0.730403 -2.091475 0.005 0.032 -0.018 -0.650
C -4.720673 1.910987 -1.782400 0.042 -0.013 -0.082 -0.084
C 4.407050 -0.049728 1.507560 -0.001 0.075 0.160 -0.347
C 3.164978 1.660853 0.331815 -0.118 -0.246 0.131 0.162
C -3.380324 -0.097358 -3.138668 0.013 -0.032 0.021 -0.642
C 1.685175 -2.828125 1.823120 0.127 -0.121 0.180 -0.047
C 2.119948 3.930554 -0.264445 0.005 -0.010 0.026 -1.671
C -2.663017 3.362363 -1.754819 -0.087 -0.015 0.266 -1.160
C 2.264885 -2.273178 -0.334328 0.184 -0.015 -0.261 -0.446
C 2.521746 -3.770194 -0.247300 -0.189 0.074 0.137 -0.625
C -1.771576 -2.203751 -0.267863 0.581 0.066 -0.016 -0.816
C -3.357667 -0.012390 1.070417 0.087 -0.009 0.001 -0.592
C 5.532532 0.242045 0.771404 -0.088 -0.036 -0.081 -0.360
C -1.235395 2.786112 0.554297 0.185 -0.026 -0.331 0.337
C -3.385563 2.099130 -2.138812 0.044 -0.026 0.010 0.472
C -4.705763 -0.277765 -2.777514 0.001 0.018 0.029 -0.435
H 3.177152 -1.706414 -0.128569 -0.058 0.075 0.037 0.044
H -5.218108 -1.198671 -3.025164 0.009 -0.002 0.007 0.394
H -3.200558 0.708686 0.265647 -0.054 -0.030 0.010 -0.270
H 2.277920 -2.212746 2.502891 -0.021 0.086 -0.061 0.237
H -1.495961 -1.611906 -1.143870 -0.057 -0.006 -0.004 0.163
H -6.404625 0.591118 -1.788831 -0.005 0.010 -0.038 0.399
H -3.552218 0.553159 1.981258 -0.006 0.000 -0.020 0.386
H -2.746754 -2.657908 -0.460297 -0.056 0.091 0.108 0.442
H 1.702946 -4.304018 -0.731831 0.056 -0.039 -0.045 0.275
H -5.237604 2.693110 -1.238678 -0.022 -0.029 0.015 0.323
H -2.851802 -0.881280 -3.667147 0.000 0.011 -0.001 0.414
H -2.161481 -1.563008 3.690021 -0.037 0.000 -0.015 0.293
H 2.023766 4.099187 -1.340250 0.003 -0.001 0.008 0.333
H -1.612034 3.327690 -2.028580 -0.034 0.081 -0.131 0.392
H 1.326732 4.495767 0.221959 0.001 0.013 -0.016 0.413
H 4.429935 -0.812395 2.277892 0.003 0.017 0.004 0.392
H -1.029325 -2.995678 -0.155941 -0.021 0.003 -0.017 0.194
H -1.677452 1.209759 -3.080278 -0.006 0.025 0.011 0.354
H 2.031674 -4.970306 1.522415 0.039 -0.019 0.008 0.333
H 6.386530 1.484232 -0.771612 -0.023 -0.010 -0.023 0.393
H -1.290302 -2.893130 2.934347 -0.056 -0.038 0.030 0.283
H 3.462797 -4.061096 -0.710100 -0.010 -0.010 -0.009 0.376
H 6.444637 -0.319474 0.936920 -0.003 0.018 0.036 0.386
H 0.773481 -3.129912 2.337025 -0.005 -0.009 -0.029 -0.145
H -3.036515 -2.748400 2.709243 -0.027 0.061 -0.124 0.345
H 1.844228 -1.944788 -1.283126 -0.053 0.023 0.030 0.368
H 4.290453 2.703372 -1.165074 0.020 0.041 0.051 0.431
H 3.081625 4.304867 0.074932 0.019 -0.010 -0.043 0.446
H -3.129409 4.247262 -2.187014 0.005 -0.005 -0.028 0.525
H 3.505485 -4.009770 1.678346 -0.017 -0.019 0.042 0.334
H -4.250562 -0.595120 0.823162 0.075 -0.094 -0.012 0.404

***

70
Properties=species:S:1:pos:R:3:forces:R:3:mulliken_charge:R:1 method="wB97M-V/def2-TZVPD" charge=+2 multiplicity=4 lumo_ev="-5.60 / -8.44"
Cr -5.843547 7.480001 2.889335 -0.923 1.416 0.429 -0.221
Si -2.157318 0.490136 0.878098 -0.596 -1.187 0.220 0.244
O -3.674273 9.355528 1.890052 -2.185 -2.870 1.045 -0.316
O -7.420601 9.755447 1.593301 1.393 -3.443 1.389 -0.246
O 2.259229 2.142299 1.119621 -1.892 -0.128 -0.528 -0.381
O -1.876551 2.082398 0.441167 1.406 1.915 -1.197 -0.357
O -5.879786 9.787453 4.896591 -0.159 -3.647 -2.037 -0.252
C 0.866042 4.574860 3.489274 -0.075 0.274 -0.421 -0.912
C 0.031870 5.934573 1.611137 0.515 -0.125 0.803 0.771
C -7.215622 5.916637 3.531676 -0.776 -1.014 0.357 -0.546
C -2.418206 8.268597 -2.153557 0.247 -0.224 0.111 -0.854
C 0.051604 7.833390 -0.939289 0.094 0.177 0.190 -0.406
C -4.671875 5.620252 2.338372 0.729 0.067 -0.271 1.189
C -3.374834 5.475702 1.720520 -0.068 0.830 -0.361 -1.002
C -4.802997 5.830261 3.729600 1.440 -0.753 0.440 -0.501
C -1.030523 2.857810 -0.320292 -0.109 -2.210 2.488 1.103
C -3.947761 0.205612 0.470357 0.069 0.173 0.050 -1.051
C -2.275971 7.288115 -1.178084 -0.129 0.497 0.027 -0.490
C -1.834069 0.317212 2.700620 -0.032 0.226 0.093 -1.006
C 0.384082 2.741695 -0.169285 -0.460 0.600 -0.667 -0.460
C -6.923105 8.795312 2.021272 -1.552 3.850 -2.093 0.398
C -0.112116 8.904714 -1.815464 -0.110 -0.374 -0.202 -0.973
C -1.599211 3.824315 -1.079926 -0.310 0.273 -1.372 -1.036
C -1.127075 -0.734917 -0.055364 0.114 0.378 -0.142 -1.046
C 1.256563 6.638548 1.644146 -0.066 -0.064 -0.019 -0.619
C -2.328103 5.817918 1.173076 -0.963 -0.402 0.674 -0.758
C -5.885257 8.815082 4.254805 0.543 4.033 2.651 0.422
C -6.068518 5.900477 4.334872 -0.234 0.007 0.364 -0.622
C -4.426232 8.536445 2.241411 2.570 3.116 -1.290 0.504
C 0.942280 2.202950 0.966656 1.389 0.149 0.853 0.171
C 2.298136 6.238341 2.478539 -0.174 -0.050 0.100 -0.891
C 2.762535 1.379868 2.235857 0.243 -0.328 0.604 -0.590
C -1.068510 7.116446 -0.453054 -0.127 -0.232 -0.627 1.291
C -0.135319 4.908061 2.579085 0.147 0.016 0.128 -0.551
C 2.102425 5.221269 3.416716 0.202 -0.105 -0.269 -0.518
C -7.098775 5.889738 2.136855 -0.420 -0.004 -0.095 -0.591
C -5.824305 5.827042 1.550314 0.560 -0.721 -1.344 -0.438
C -1.080093 6.253822 0.724356 0.103 0.376 -0.204 0.825
C -1.342955 9.112147 -2.450893 0.135 -0.059 0.207 -0.462
H -4.248580 -0.799451 0.784270 -0.015 0.126 -0.054 0.350
H 3.260106 6.748410 2.399673 -0.335 -0.100 0.193 0.457
H 0.680994 3.818876 4.252601 0.039 0.153 -0.194 0.554
H -2.086204 -0.701769 3.012064 0.021 0.093 -0.034 0.421
H -1.438511 9.881063 -3.214750 -0.038 -0.054 0.289 0.409
H 2.918229 4.916712 4.071135 -0.207 0.171 -0.076 0.478
H 2.600273 0.305671 2.062263 0.090 0.402 -0.112 0.328
H -2.679566 3.835976 -1.171227 0.150 0.310 0.068 0.389
H 1.001822 3.217879 -0.942715 -0.099 -0.302 0.496 0.506
H -5.691376 5.915205 0.467769 -0.226 -0.331 0.421 0.603
H -4.106180 0.290740 -0.609367 -0.020 -0.060 0.090 0.314
H 2.282543 1.660357 3.186760 0.063 0.137 -0.435 0.279
H -1.087348 4.384690 2.640900 0.179 0.052 -0.082 0.314
H -2.443208 1.005779 3.293442 0.032 -0.056 -0.022 0.326
H -8.199216 5.976612 3.993126 0.220 0.050 -0.111 0.519
H -3.887203 5.930219 4.320391 -0.446 -0.349 -0.114 0.627
H -1.376465 -0.713755 -1.118760 0.084 -0.087 0.014 0.340
H 1.057551 7.537992 -0.647052 -0.396 0.401 -0.021 0.718
H -1.353273 -1.733109 0.332753 0.052 0.090 -0.047 0.408
H -3.123175 6.646567 -0.956112 0.017 0.158 0.111 0.393
H -0.787482 0.484652 2.966011 0.001 -0.073 0.048 0.308
H -4.596612 0.935226 0.964505 0.019 -0.114 -0.013 0.292
H 0.318836 1.955243 1.843083 0.297 -0.241 -0.572 0.187
H -6.140797 5.970943 5.423249 -0.044 0.095 -0.434 0.589
H 1.373553 7.545845 1.058746 0.119 -0.398 0.257 0.653
H -3.369989 8.383542 -2.670145 0.264 -0.061 0.063 0.432
H 0.735697 9.561883 -2.019712 -0.222 -0.380 -0.172 0.450
H 3.830827 1.599204 2.276163 -0.253 -0.083 0.015 0.263
H -0.056836 -0.554773 0.054011 0.085 -0.148 -0.048 0.324
H -7.978534 5.940160 1.489389 0.287 0.141 0.354 0.578
H -0.963999 4.467840 -1.678740 -0.257 0.025 0.041 0.369

***

20
Properties=species:S:1:pos:R:3:forces:R:3:mulliken_charge:R:1 method="wB97M-V/def2-TZVPD" charge=+1 lumo_ev=-2.91 smiles=NCC[C@H]([NH3+])CO
O -2.172331 0.101251 -1.226395 -0.660 -0.219 0.521 -0.553
N -0.618803 1.095231 0.502265 -0.006 0.157 0.253 -0.332
N 1.524733 0.009665 2.092922 -1.470 0.197 -0.626 -0.600
C 0.102325 0.348868 -0.626260 -0.574 0.617 0.879 0.111
C -0.911313 0.306758 -1.784184 0.906 0.312 0.023 -0.582
C 1.667306 -0.953543 0.994757 0.906 -0.363 0.214 -0.623
C 0.587223 -0.997989 -0.122961 0.817 0.419 0.230 -0.897
H 1.735391 -1.943475 1.441327 -0.281 -0.194 -0.078 0.400
H -0.579538 -0.480089 -2.453159 -0.175 -0.089 -0.292 0.387
H 2.222137 0.722317 2.193839 0.398 -0.136 0.002 0.213
H -0.216303 -1.669327 0.156876 -0.397 0.092 -0.008 0.390
H 2.664947 -0.866722 0.544783 -0.278 0.419 -0.094 0.379
H 1.279289 -0.416650 2.970577 0.259 0.038 0.129 0.218
H -2.727090 -0.521296 -1.697939 0.075 -0.088 -0.264 0.328
H 1.101432 -1.434628 -0.976278 -0.113 -0.306 -0.127 0.360
H -0.131835 0.912789 1.405362 0.161 -0.306 -0.128 0.362
H -0.553893 2.094024 0.339101 -0.085 0.268 -0.060 0.363
H 0.934235 1.029348 -0.834421 0.079 -0.426 -0.333 0.381
H -1.623643 0.864293 0.532835 0.364 -0.270 -0.088 0.356
H -0.904443 1.271034 -2.301964 0.073 -0.122 -0.153 0.338

***

20
Properties=species:S:1:pos:R:3:forces:R:3:mulliken_charge:R:1 method="wB97M-V/def2-TZVPD" charge=+2 lumo_ev=-8.39 smiles="CN1C(=[NH2+])C(F)=C[NH2+][C@H]1O"
F -2.187463 2.026120 -0.707022 1.009 -2.300 0.073 -0.200
O 0.853734 -0.574718 -1.658777 1.170 -2.701 -1.278 -0.486
N 0.055276 2.211507 0.901258 -0.095 1.933 0.467 -0.291
N -1.100996 -1.410639 -0.652557 0.081 -2.950 2.255 -0.166
N 0.581540 -0.057008 0.491372 0.834 0.001 1.541 -0.040
C -0.106918 1.063124 0.371672 -3.703 -2.486 -2.847 0.735
C 0.374577 -1.135318 -0.460892 1.698 0.139 -1.902 -0.271
C -1.555834 0.827353 -0.578166 0.962 2.728 1.208 0.425
C -1.994934 -0.347180 -1.041669 0.336 1.051 0.356 -0.497
C 1.830629 -0.066373 1.324055 0.551 0.616 1.190 -1.015
H -1.401202 -1.855199 0.260075 -0.080 0.902 -0.409 0.439
H 0.841631 -2.159022 -0.166614 -0.591 2.014 -0.122 0.497
H 1.332993 -1.229457 -2.326727 -1.464 1.684 2.088 0.397
H 1.863723 0.855735 1.935829 -0.339 -0.202 -0.537 0.349
H 2.786835 0.049952 0.697612 -1.463 -1.104 0.873 0.378
H -0.601408 2.958848 0.713612 -0.614 -0.224 -0.402 0.280
H -1.175534 -2.288997 -1.190933 0.028 0.687 -0.904 0.414
H 1.712503 -0.804723 2.196305 0.699 0.338 -1.943 0.369
H 0.786627 2.624448 1.477715 0.440 -1.004 -0.066 0.230
H -2.895780 -0.688453 -1.586148 0.541 0.878 0.358 0.453

***

For the records above, the corresponding energy above the lowest of the compared OMol25 structures with the same formula, charge and spin values read 185.28; 118.29; 123.92; 37.18 kJ/mol.
For the records above, the corresponding maximum force values read 0.0337; 0.0944; 0.0313; 0.1029 hartree/bohr.